(1)
13
Properties=species:S:1:pos:R:3:forces:R:3:mulliken_charge:R:1 method="wB97M-V/def2-TZVPD" spin_multiplicity=1 homo_ev=-15.45 homo_lumo_gap_ev=12.3 total_energy_ha=-282.21105 lumo_ha=-0.117 e_above_lowest_kcal_mol=11.4 total_charge=+1
C -1.00616 0.24484 0.83365 -1.074 1.398 1.010 0.7006
N 0.00000 0.00000 0.00000 -0.378 -0.465 -0.594 -0.3764
N -1.83374 -0.73442 1.28469 0.754 0.957 -0.468 -0.2784
N -1.20225 1.54421 1.24195 0.088 -1.699 0.098 -0.3433
H -0.12642 -0.82069 -0.59751 0.636 0.547 0.202 0.2549
H 0.57473 0.78295 -0.32125 -0.361 -0.712 0.013 0.2379
H -1.81762 -1.68172 0.89881 0.127 0.705 0.351 0.2195
H -2.57794 -0.45744 1.92966 0.220 -0.089 -0.606 0.1897
H -1.81444 1.70538 2.04555 0.302 0.058 -0.538 0.2148
H -0.62147 2.30494 0.88068 -0.417 -0.616 0.372 0.2121
O -3.72994 0.48954 3.26338 0.441 -0.329 0.923 -0.7055
H -3.97736 1.10472 3.99042 0.170 -0.611 -0.712 0.3342
H -3.45772 -0.33814 3.72066 -0.507 0.855 -0.051 0.3398

---

(2)
13
Properties=species:S:1:pos:R:3:forces:R:3:mulliken_charge:R:1 method="wB97M-V/def2-TZVPD" spin_multiplicity=1 homo_ev=-14.48 homo_lumo_gap_ev=10.0 total_energy_ha=-496.35533 lumo_ha=-0.165 e_above_lowest_kcal_mol=85.0 total_charge=+1
C 1.10941 -0.89203 -0.10660 -3.597 2.057 -1.457 -0.4123
N 1.21263 0.48833 0.23027 -0.298 2.795 1.572 -0.3393
N 0.06264 1.27389 -0.18100 -1.968 -3.457 -1.346 -0.3745
Si -1.50650 -0.09931 0.06443 1.938 1.926 0.742 0.3712
N -0.28312 -1.33206 0.02133 -2.342 0.244 -0.288 -0.2811
H 1.40965 -0.90727 -1.09483 0.770 -0.772 -2.186 0.3188
H 1.72691 -1.39629 0.48899 2.530 -2.127 2.422 0.4281
H 1.11592 0.69208 1.21476 0.962 -0.804 0.606 0.3155
H -0.18066 2.06283 0.35252 0.457 1.232 1.280 0.3299
H 0.12529 1.56173 -1.12530 0.444 0.409 -1.281 0.3168
H -2.55229 0.37720 -1.01180 0.983 -0.960 1.115 0.0270
H -1.63772 0.38098 1.52496 -0.671 -0.471 -1.192 0.0108
H -0.60214 -2.21010 -0.37772 0.793 -0.072 0.013 0.2893

---

(3)
13
Properties=species:S:1:pos:R:3:forces:R:3:mulliken_charge:R:1 method="wB97M-V/def2-TZVPD" spin_multiplicity=1 homo_ev=-20.61 homo_lumo_gap_ev=10.8 total_energy_ha=-261.10286 lumo_ha=-0.362 e_above_lowest_kcal_mol=6.4 total_charge=+2
C 0.50606 -1.50534 -0.09613 0.560 -3.124 -1.211 -0.0056
N 0.51023 -0.24466 0.59736 0.493 1.231 1.588 -0.6312
N 0.73937 1.87711 -1.12978 1.569 -0.423 1.770 -0.4684
N -0.47043 -0.96722 0.75722 -0.946 0.604 0.317 0.9841
N -1.51591 -0.99761 1.43694 -2.205 3.109 4.012 -0.6501
H 0.28718 -1.42021 -1.17577 0.198 -0.792 0.590 0.2752
H 0.97080 -2.38858 0.43126 0.218 0.930 -1.349 0.2880
H -0.09589 2.08764 -1.58095 -2.276 0.272 -1.162 0.3789
H 1.01337 2.75429 -0.66603 0.497 -0.199 -0.202 0.4139
H 1.40722 1.56489 -1.83258 0.406 0.282 -0.019 0.4035
H -2.26304 -1.67818 1.37435 0.375 -0.752 -0.602 0.3065
H 0.62665 1.12625 -0.37698 0.105 1.104 -0.877 0.3187
H -1.71560 -0.20838 2.26109 1.007 -2.243 -2.854 0.3864

---

(4)
14
Properties=species:S:1:pos:R:3:forces:R:3:mulliken_spin:R:1 method="wB97M-V/def2-TZVPD" spin_multiplicity=3 homo_ev="-10.61 / -13.35" homo_lumo_gap_ev="7.1 / 6.9" total_energy_ha=-316.17593 lumo_ha="-0.130 / -0.237" e_above_lowest_kcal_mol=118.8 total_charge=+1
C -0.81254 0.14905 0.24510 0.791 -2.446 0.719 -0.0788
N -2.06783 -0.03541 0.00080 0.951 0.412 -1.021 0.5008
N -3.15692 0.43159 0.42657 0.610 0.890 1.510 0.8463
N 0.17591 0.37287 -0.56096 0.804 -0.600 0.519 0.1252
N -4.25593 -0.16868 0.07757 -2.188 -0.709 -0.228 0.3186
N 2.58796 0.00741 0.41535 -0.249 -1.054 2.703 0.0068
H -0.58141 -0.75192 1.62446 0.208 2.511 -2.388 0.3233
H 0.10514 0.62639 -1.58253 -0.756 -0.264 1.667 -0.0134
H 1.44374 0.13273 -0.06219 -0.245 1.012 -0.176 -0.0233
H -4.20810 -0.82066 -0.68659 -0.371 0.240 -0.446 0.0088
H -5.12286 0.26013 0.38899 0.406 -0.342 -0.150 -0.0136
H 2.43956 -0.38571 1.42158 0.380 1.306 -1.989 -0.0005
H 3.31424 0.76014 0.44845 -1.019 -0.826 -0.187 -0.0002
H 2.93454 -0.81791 -0.04661 0.679 -0.131 -0.532 -0.0001

---

(5)
12
Properties=species:S:1:pos:R:3:forces:R:3:mulliken_spin:R:1 method="wB97M-V/def2-TZVPD" spin_multiplicity=2 homo_ev="-3.09 / -11.12" homo_lumo_gap_ev="3.8 / 11.6" total_energy_ha=-247.98294 lumo_ha="0.026 / 0.017" e_above_lowest_kcal_mol=44.5
O -1.21667 1.32370 -1.75238 -0.773 1.044 0.019 0.2274
H -0.01898 0.57524 -0.73676 0.241 -0.959 -0.107 -0.2470
H -1.88287 1.00423 -2.37779 0.191 -0.243 0.008 -0.0193
H -1.58249 2.19823 -1.47843 0.530 -0.715 -0.074 -0.0614
N 0.72968 0.21662 -0.08901 -0.943 0.402 1.558 1.3067
C 0.51264 -1.01724 0.69354 0.399 -2.828 0.584 1.1174
O -0.29799 -0.79683 1.78555 -1.866 1.613 0.217 -0.5510
H 1.69134 0.19395 -0.51140 0.283 0.231 -0.332 -0.5644
H 0.68759 0.94238 0.66630 0.681 0.247 -0.210 -0.3298
H 1.44354 -1.39788 1.13115 0.619 0.607 -0.852 -0.0888
H 0.13512 -1.87691 0.11244 0.026 0.835 -0.403 0.0805
H -0.20093 -1.36549 2.55678 0.612 -0.234 -0.408 0.1296

---

(6)
15
Properties=species:S:1:pos:R:3:forces:R:3:mulliken_charge:R:1 method="wB97M-V/def2-TZVPD" spin_multiplicity=1 homo_ev=-5.44 homo_lumo_gap_ev=9.3 total_energy_ha=-473.96598 lumo_ha=0.142 e_above_lowest_kcal_mol=11.5 total_charge=-1
N -1.25321 -0.33523 1.65062 0.296 0.835 -1.321 -0.4000
C -0.88856 0.01515 0.33979 -0.681 1.537 -0.631 0.7272
O 0.35262 -0.04503 0.08832 -0.193 -0.346 0.714 -0.8637
O -1.77646 0.49840 -0.42785 0.357 -0.948 0.932 -0.8194
H -0.55274 -0.80568 2.11857 1.342 -1.050 1.224 0.1830
H -2.16546 -0.40775 1.99890 -1.230 -0.026 -0.111 0.1610
H 1.45114 -1.07850 -1.00897 0.018 -0.238 -1.841 0.4360
H 0.98549 -1.21345 -2.54695 1.041 0.176 1.482 0.3792
O 1.76961 -1.33111 -1.93284 -0.518 -0.313 0.439 -0.7432
H 0.66362 1.56972 2.68264 1.513 -0.999 0.463 0.3417
H 1.50636 0.32668 2.24094 -0.085 2.169 1.707 0.3224
O 1.48920 1.06977 2.96848 -1.466 -1.175 -2.383 -0.6856
H 0.36893 0.53945 -1.88920 -0.206 -0.200 -0.101 0.3358
H -1.05868 0.15614 -2.08080 0.171 0.222 0.102 0.3757
O -0.22182 0.20410 -2.58464 -0.357 0.356 -0.676 -0.7500

---

(7)
13
Properties=species:S:1:pos:R:3:forces:R:3:mulliken_charge:R:1 method="wB97M-V/def2-TZVPD" spin_multiplicity=1 homo_ev=-9.41 homo_lumo_gap_ev=9.5 total_energy_ha=-772.20449 lumo_ha=0.002 e_above_lowest_kcal_mol=89.9
C -2.24336 1.23656 1.59624 -0.322 -2.776 0.265 -0.1931
O -1.80474 2.33328 1.15377 1.886 0.954 -2.449 -0.1377
O -1.80275 0.12579 0.84365 0.057 2.532 0.453 -0.3067
Si 1.18105 0.44858 -0.37782 0.998 0.768 1.075 0.3687
Si 0.76687 -1.79438 -1.01932 0.144 0.680 -2.124 0.3466
H -1.14782 2.29981 0.34669 -1.319 -0.287 1.541 0.2380
H -2.02734 -0.62138 1.39327 -0.321 -0.420 0.165 0.3688
H 0.93377 1.95822 -0.59052 -0.977 -1.074 -0.334 -0.1543
H 1.13416 0.27938 1.08262 -0.233 0.157 0.332 -0.0856
H 2.63878 0.66735 -0.51500 0.230 -0.503 -0.351 -0.1249
H 0.63741 -2.83333 -0.03132 0.079 -0.113 0.900 -0.1019
H -0.25899 -2.12115 -2.03534 -0.288 0.307 0.159 -0.0956
H 1.99295 -1.97873 -1.84691 0.065 -0.224 0.367 -0.1223

---

(8)
12
Properties=species:S:1:pos:R:3:forces:R:3:mulliken_charge:R:1 method="wB97M-V/def2-TZVPD" spin_multiplicity=1 homo_ev=-10.65 homo_lumo_gap_ev=11.1 total_energy_ha=-268.58352 lumo_ha=0.018 e_above_lowest_kcal_mol=11.3
C 5.67494 -16.66308 -31.81669 0.860 0.085 -0.346 -0.4530
O 6.90901 -17.38340 -31.78801 -0.059 -0.163 0.119 -0.5021
H 4.89447 -17.39393 -32.02835 -0.058 0.255 0.230 0.1945
H 5.53797 -16.11319 -30.88558 -0.383 -0.190 0.136 0.2280
H 5.73395 -15.92884 -32.62013 -0.402 0.040 -0.152 0.2375
H 7.62341 -16.74888 -31.88081 0.041 -0.032 0.031 0.2951
O 6.83229 -21.12696 -28.15835 0.131 -0.163 0.154 -0.6326
H 7.20051 -20.30159 -28.47364 0.106 0.208 -0.116 0.3171
H 5.91313 -21.09661 -28.42378 -0.233 -0.030 -0.060 0.3156
O 11.72509 -19.64819 -26.09057 0.124 -0.065 0.163 -0.6364
H 11.93719 -18.87066 -26.60698 0.098 0.199 -0.104 0.3168
H 10.89541 -19.95833 -26.45347 -0.225 -0.143 -0.055 0.3195